Entry from OMol25: C20H28N2PbSi as an isolated structure (ωB97M-V with the def2-TZVPD basis set).

Last column: Löwdin charge in e.
CARTESIAN COORDINATES (ANGSTROEM)
C  0.481  2.071  0.424  -0.24
C  0.925  2.533  -0.845  -0.23
C  -0.180  2.453  -1.751  -0.26
H  1.904  2.946  -1.082  0.08
C  -1.298  1.940  -1.029  -0.23
C  -0.889  1.696  0.311  -0.23
H  -1.537  1.389  1.142  0.08
H  1.078  2.069  1.346  0.08
H  -0.201  2.795  -2.791  0.08
H  -2.315  1.851  -1.411  0.07
Pb  0.591  -0.483  -1.596  1.13
C  -1.730  -3.579  -4.786  -0.08
H  -2.249  -2.615  -4.938  0.03
H  -0.827  -3.574  -5.405  0.01
H  -1.434  -3.542  -3.702  0.03
Si  0.349  -0.136  -3.957  0.52
C  1.715  -0.760  -5.046  -0.38
C  2.608  0.217  -5.589  -0.11
H  2.345  1.280  -5.550  0.10
C  3.835  -0.180  -6.135  -0.09
H  4.542  0.557  -6.528  0.10
C  4.187  -1.553  -6.177  -0.09
H  5.167  -1.873  -6.536  0.10
C  3.248  -2.527  -5.798  -0.09
H  3.477  -3.601  -5.887  0.10
C  1.996  -2.141  -5.269  -0.11
H  1.238  -2.874  -5.004  0.07
C  -1.281  0.319  -4.716  -0.37
C  -1.123  0.752  -6.068  -0.12
H  -0.378  0.272  -6.700  0.09
C  -1.781  1.905  -6.507  -0.09
H  -1.537  2.332  -7.478  0.10
C  -2.683  2.581  -5.668  -0.09
H  -3.083  3.557  -5.956  0.10
C  -3.064  1.988  -4.451  -0.09
H  -3.823  2.471  -3.826  0.11
C  -2.405  0.832  -4.006  -0.13
H  -2.673  0.417  -3.036  0.08
H  -2.802  -4.645  -6.170  0.14
H  -2.343  -4.339  -5.372  -0.13
N  1.899  -1.443  0.492  -0.13
C  1.028  -2.533  1.012  -0.27
C  -0.370  -2.040  1.147  -0.25
N  -0.954  -1.742  -0.188  -0.12
H  2.824  -1.757  0.199  0.07
H  2.059  -0.736  1.206  0.08
H  1.094  -3.356  0.305  0.11
H  1.421  -2.874  1.969  0.11
H  -1.011  -2.766  1.639  0.11
H  -0.405  -1.116  1.714  0.11
H  -1.822  -1.202  -0.181  0.09
H  -1.132  -2.593  -0.715  0.07

highest occupied orbital energy (spin up / spin down)	-6.03 / -5.93	eV
Kohn-Sham gap (spin up / spin down)	5.257 / 5.578	eV
total charge	0
multiplicity	1
lowest unoccupied orbital energy (spin up / spin down)	-0.77 / -0.35	eV

=====

Entry from OMol25: a 2-piece molecular cluster, CBrClFNO2 overall (ωB97M-V with the def2-TZVPD basis set).

Last column: Löwdin charge in e.
CARTESIAN COORDINATES (ANGSTROEM)
C  0.634  -0.411  0.437  -1.16
N  -1.012  0.609  -0.409  -0.33
O  -1.043  1.801  -0.404  0.09
O  -1.681  -0.300  -0.779  0.01
F  0.766  0.043  1.711  -0.05
Cl  0.214  -1.996  0.074  0.75
Br  2.122  0.255  -0.631  0.68

highest occupied orbital energy	-9.75	eV
Kohn-Sham gap	9.134	eV
total charge	0
multiplicity	1
lowest unoccupied orbital energy	-0.61	eV

=====

Entry from OMol25: C13H14MoNO3 as an isolated structure (ωB97M-V with the def2-TZVPD basis set).

Last column: Löwdin charge in e.
CARTESIAN COORDINATES (ANGSTROEM)
Mo  -0.851  -0.087  -0.044  1.82
N  -0.757  -1.629  -1.501  0.06
C  -2.095  -1.170  -1.813  -0.29
C  -3.194  -2.025  -1.750  0.04
C  -4.458  -1.508  -1.974  0.04
C  -4.629  -0.144  -2.229  0.03
C  -3.544  0.715  -2.253  0.02
C  -2.245  0.230  -2.042  -0.21
C  -1.074  1.180  -2.154  -0.17
C  -0.842  1.922  -3.290  0.05
C  0.258  2.793  -3.322  0.10
C  1.161  2.934  -2.245  0.04
C  0.981  2.203  -1.101  0.03
C  -0.135  1.324  -1.053  -0.23
H  -0.721  -2.610  -1.208  0.17
H  -0.068  -1.495  -2.246  0.17
H  -3.055  -3.086  -1.573  0.15
H  -5.315  -2.169  -1.962  0.15
H  -5.623  0.246  -2.412  0.15
H  -3.691  1.769  -2.459  0.15
H  -1.492  1.829  -4.152  0.16
H  0.429  3.375  -4.222  0.16
H  1.997  3.617  -2.335  0.15
H  1.654  2.288  -0.256  0.15
C  -3.033  1.836  1.390  0.05
O  -2.267  0.541  1.328  -0.23
H  -2.426  2.555  1.932  0.12
H  -3.968  1.622  1.900  0.12
H  -3.208  2.134  0.363  0.09
H  -2.257  0.148  2.219  0.15
O  0.449  -0.359  1.079  -0.33
O  1.356  -0.548  1.856  0.15

highest occupied orbital energy (spin up / spin down)	-20.66 / -20.66	eV
Kohn-Sham gap (spin up / spin down)	6.863 / 6.858	eV
total charge	+3
multiplicity	1
lowest unoccupied orbital energy (spin up / spin down)	-13.80 / -13.80	eV

=====

Entry from OMol25: C33H33Cl5FeN4O2Si as an isolated structure (ωB97M-V with the def2-TZVPD basis set).

Last column: Mulliken spin population.
CARTESIAN COORDINATES (ANGSTROEM)
Fe  0.564  -0.684  0.132  3.51
O  -1.010  0.593  3.896  0.01
C  -0.715  -0.124  2.923  -0.02
N  0.439  -0.232  2.265  0.10
C  1.610  0.312  2.812  0.01
C  1.757  0.648  4.163  0.00
C  2.963  1.112  4.669  0.00
C  4.050  1.264  3.828  0.00
C  3.935  0.933  2.484  0.00
C  2.734  0.448  1.951  0.03
N  2.538  0.078  0.611  -0.02
C  3.549  0.056  -0.253  0.03
O  4.748  0.356  -0.107  0.01
C  3.164  -0.416  -1.644  0.01
C  4.151  -0.488  -2.625  0.00
C  3.807  -0.928  -3.888  0.00
C  2.487  -1.283  -4.136  0.00
C  1.573  -1.174  -3.104  -0.01
N  1.901  -0.748  -1.885  0.06
C  -1.836  -1.040  2.444  0.03
C  -3.125  -0.819  2.930  0.00
C  -4.134  -1.689  2.568  0.00
C  -3.830  -2.764  1.743  0.00
C  -2.523  -2.899  1.306  0.00
N  -1.549  -2.058  1.643  0.03
H  0.903  0.552  4.812  0.00
H  3.038  1.362  5.723  0.00
H  4.996  1.640  4.205  0.00
H  4.778  1.040  1.824  0.00
H  5.154  -0.196  -2.352  0.00
H  4.553  -0.996  -4.671  0.00
H  2.165  -1.635  -5.108  0.00
H  0.531  -1.431  -3.251  -0.01
H  -3.287  0.031  3.577  0.00
H  -5.148  -1.532  2.919  0.00
H  -4.586  -3.474  1.432  0.00
H  -2.242  -3.717  0.649  0.00
Cl  -1.542  -2.502  -2.065  0.00
C  -0.365  -3.484  -1.205  -0.11
C  0.501  -2.856  -0.322  0.24
C  1.353  -3.726  0.355  -0.09
Cl  2.465  -3.059  1.521  0.01
C  1.363  -5.106  0.170  -0.01
Cl  2.453  -6.131  1.049  0.00
C  0.479  -5.681  -0.741  0.00
Cl  0.471  -7.394  -1.001  0.00
C  -0.400  -4.859  -1.436  -0.02
Cl  -1.520  -5.567  -2.560  0.00
C  -0.957  1.159  -2.939  0.01
Si  -0.865  1.219  -1.009  0.13
C  0.059  2.933  -0.729  0.01
C  -0.679  4.187  -1.202  0.00
C  0.416  3.107  0.750  0.00
C  1.376  2.854  -1.511  0.00
C  -2.776  1.494  -0.595  -0.02
C  -3.547  2.378  -1.580  0.00
C  -3.446  0.117  -0.636  0.02
C  -2.953  2.072  0.811  0.01
H  -1.335  2.092  -3.373  0.00
H  -1.620  0.350  -3.267  0.00
H  0.025  0.968  -3.375  0.00
H  -1.561  4.398  -0.594  0.00
H  -0.997  4.109  -2.246  0.00
H  -0.015  5.062  -1.125  0.00
H  -0.464  3.144  1.395  0.00
H  0.979  4.042  0.898  0.00
H  1.043  2.288  1.105  0.01
H  1.207  2.818  -2.591  0.00
H  1.951  1.973  -1.223  0.01
H  1.995  3.737  -1.297  0.00
H  -3.527  1.962  -2.591  0.00
H  -3.159  3.395  -1.631  0.00
H  -4.604  2.443  -1.275  0.00
H  -3.406  -0.315  -1.640  0.00
H  -4.507  0.198  -0.351  0.00
H  -2.966  -0.590  0.040  0.00
H  -2.657  3.123  0.853  0.00
H  -2.361  1.539  1.558  0.00
H  -4.008  2.014  1.120  0.00

highest occupied orbital energy (spin up / spin down)	-1.18 / -1.70	eV
Kohn-Sham gap (spin up / spin down)	5.200 / 5.715	eV
total charge	-2
multiplicity	5
lowest unoccupied orbital energy (spin up / spin down)	4.02 / 4.01	eV

=====

Please write out number 3 again, unchanged.
Entry from OMol25: C13H14MoNO3 as an isolated structure (ωB97M-V with the def2-TZVPD basis set).

Last column: Löwdin charge in e.
CARTESIAN COORDINATES (ANGSTROEM)
Mo  -0.851  -0.087  -0.044  1.82
N  -0.757  -1.629  -1.501  0.06
C  -2.095  -1.170  -1.813  -0.29
C  -3.194  -2.025  -1.750  0.04
C  -4.458  -1.508  -1.974  0.04
C  -4.629  -0.144  -2.229  0.03
C  -3.544  0.715  -2.253  0.02
C  -2.245  0.230  -2.042  -0.21
C  -1.074  1.180  -2.154  -0.17
C  -0.842  1.922  -3.290  0.05
C  0.258  2.793  -3.322  0.10
C  1.161  2.934  -2.245  0.04
C  0.981  2.203  -1.101  0.03
C  -0.135  1.324  -1.053  -0.23
H  -0.721  -2.610  -1.208  0.17
H  -0.068  -1.495  -2.246  0.17
H  -3.055  -3.086  -1.573  0.15
H  -5.315  -2.169  -1.962  0.15
H  -5.623  0.246  -2.412  0.15
H  -3.691  1.769  -2.459  0.15
H  -1.492  1.829  -4.152  0.16
H  0.429  3.375  -4.222  0.16
H  1.997  3.617  -2.335  0.15
H  1.654  2.288  -0.256  0.15
C  -3.033  1.836  1.390  0.05
O  -2.267  0.541  1.328  -0.23
H  -2.426  2.555  1.932  0.12
H  -3.968  1.622  1.900  0.12
H  -3.208  2.134  0.363  0.09
H  -2.257  0.148  2.219  0.15
O  0.449  -0.359  1.079  -0.33
O  1.356  -0.548  1.856  0.15

highest occupied orbital energy (spin up / spin down)	-20.66 / -20.66	eV
Kohn-Sham gap (spin up / spin down)	6.863 / 6.858	eV
total charge	+3
multiplicity	1
lowest unoccupied orbital energy (spin up / spin down)	-13.80 / -13.80	eV

=====

Please write out number 3 again, unchanged.
Entry from OMol25: C13H14MoNO3 as an isolated structure (ωB97M-V with the def2-TZVPD basis set).

Last column: Löwdin charge in e.
CARTESIAN COORDINATES (ANGSTROEM)
Mo  -0.851  -0.087  -0.044  1.82
N  -0.757  -1.629  -1.501  0.06
C  -2.095  -1.170  -1.813  -0.29
C  -3.194  -2.025  -1.750  0.04
C  -4.458  -1.508  -1.974  0.04
C  -4.629  -0.144  -2.229  0.03
C  -3.544  0.715  -2.253  0.02
C  -2.245  0.230  -2.042  -0.21
C  -1.074  1.180  -2.154  -0.17
C  -0.842  1.922  -3.290  0.05
C  0.258  2.793  -3.322  0.10
C  1.161  2.934  -2.245  0.04
C  0.981  2.203  -1.101  0.03
C  -0.135  1.324  -1.053  -0.23
H  -0.721  -2.610  -1.208  0.17
H  -0.068  -1.495  -2.246  0.17
H  -3.055  -3.086  -1.573  0.15
H  -5.315  -2.169  -1.962  0.15
H  -5.623  0.246  -2.412  0.15
H  -3.691  1.769  -2.459  0.15
H  -1.492  1.829  -4.152  0.16
H  0.429  3.375  -4.222  0.16
H  1.997  3.617  -2.335  0.15
H  1.654  2.288  -0.256  0.15
C  -3.033  1.836  1.390  0.05
O  -2.267  0.541  1.328  -0.23
H  -2.426  2.555  1.932  0.12
H  -3.968  1.622  1.900  0.12
H  -3.208  2.134  0.363  0.09
H  -2.257  0.148  2.219  0.15
O  0.449  -0.359  1.079  -0.33
O  1.356  -0.548  1.856  0.15

highest occupied orbital energy (spin up / spin down)	-20.66 / -20.66	eV
Kohn-Sham gap (spin up / spin down)	6.863 / 6.858	eV
total charge	+3
multiplicity	1
lowest unoccupied orbital energy (spin up / spin down)	-13.80 / -13.80	eV